47
Properties=species:S:1:pos:R:3 method="wB97M-V/def2-TZVPD" max_force_ev_per_a=5.91 relative_energy_kcal_mol=74.5 e_tot_ev=-30683.752 orbital_gap_ev=8.38 e_homo_ev=-8.16
C 2.875 1.067 -0.085
C 1.770 0.666 0.542
N 0.951 -0.409 0.237
H 3.142 0.891 -1.107
H 3.447 1.870 0.343
H 1.598 1.102 1.537
H 1.086 -0.889 -0.664
H 0.083 -0.563 0.707
H -2.445 2.615 2.104
H -2.191 1.347 1.109
O -2.350 1.663 2.040
H -0.491 4.518 1.604
H 0.097 3.136 1.556
O -0.686 3.631 1.929
H 0.055 -0.853 3.616
H 1.036 -1.980 3.112
O 0.153 -1.842 3.460
H -1.070 1.097 2.864
H 0.158 1.171 3.802
O -0.182 0.681 3.039
H 0.417 3.572 -0.548
H 1.879 3.357 -0.276
O 1.097 3.779 0.102
H 2.708 -2.394 -2.048
H 1.111 -2.319 -1.979
O 1.933 -1.853 -2.175
H 1.486 0.566 -4.269
H 1.171 -0.756 -3.413
O 0.856 -0.123 -4.081
H -2.786 -1.662 -2.029
H -1.911 -1.084 -3.046
O -2.009 -1.075 -2.087
H 1.065 2.368 -3.152
H 2.005 1.524 -2.144
O 1.496 2.343 -2.300
H -2.626 -1.295 1.872
H -1.408 -1.769 2.735
O -1.990 -2.005 1.981
H -0.139 -4.515 -1.757
H -1.114 -3.515 -1.027
O -0.205 -3.596 -1.493
H -1.652 -4.306 0.821
H -1.782 -3.007 0.351
O -1.755 -3.900 -0.049
H -1.863 0.208 -0.781
H -1.055 1.420 -0.544
O -1.964 1.118 -0.408

89
Properties=species:S:1:pos:R:3 method="wB97M-V/def2-TZVPD" max_force_ev_per_a=3.99 relative_energy_kcal_mol=3.5 e_tot_ev=-40600.904 orbital_gap_ev=10.19 e_homo_ev=-9.57 smiles=COC[C@H](C)N.CC(C)O.CC(C)O.CC(C)O.CCO.CCO.CCO.CCO
C -3.943 4.234 2.333
O -4.760 3.972 1.220
C -4.975 2.597 1.069
C -5.785 2.337 -0.212
C -6.091 0.848 -0.388
N -4.814 2.831 -1.221
H -2.926 4.017 2.090
H -4.229 3.591 3.220
H -4.046 5.278 2.505
H -4.037 2.149 1.012
H -5.444 2.163 1.998
H -6.569 2.991 -0.127
H -6.432 0.646 -1.327
H -6.905 0.587 0.292
H -5.180 0.263 -0.276
H -4.375 3.724 -0.903
H -5.244 3.000 -2.180
C 4.451 -0.788 -3.143
C 4.296 -0.099 -1.813
C 3.509 1.229 -2.148
O 3.668 -0.861 -0.880
H 3.474 -1.033 -3.534
H 4.966 -1.646 -2.918
H 4.954 -0.151 -3.885
H 5.283 0.158 -1.429
H 3.549 1.992 -1.400
H 2.452 1.189 -2.290
H 3.833 1.680 -3.113
H 3.516 -0.315 -0.093
C 1.471 -1.720 5.597
C 1.145 -0.522 4.799
C 1.437 0.770 5.492
O 2.011 -0.454 3.682
H 2.457 -1.648 5.991
H 1.464 -2.506 4.845
H 0.734 -1.973 6.361
H 0.031 -0.539 4.532
H 0.972 0.883 6.446
H 1.153 1.642 4.883
H 2.530 0.933 5.754
H 1.970 -1.303 3.243
C 0.251 -4.298 -3.466
C -0.616 -3.043 -3.393
C 0.055 -1.856 -4.087
O -1.885 -3.405 -4.104
H 0.531 -4.263 -4.553
H -0.337 -5.167 -3.242
H 1.150 -4.201 -2.860
H -0.931 -2.802 -2.348
H -0.418 -0.887 -3.907
H 0.053 -2.010 -5.165
H 1.092 -1.875 -3.806
H -2.624 -2.882 -3.741
C -0.862 0.304 0.626
C 0.131 0.012 -0.449
O 0.735 -1.251 -0.359
H -0.913 1.464 0.601
H -0.439 0.156 1.592
H -1.812 -0.224 0.533
H 0.987 0.662 -0.518
H -0.467 0.026 -1.367
H 1.616 -1.142 -0.732
C 4.633 2.462 3.068
C 3.935 2.046 1.783
O 3.633 0.637 1.687
H 3.968 2.357 3.914
H 4.839 3.561 2.953
H 5.573 2.065 3.299
H 4.542 2.242 0.946
H 3.106 2.648 1.581
H 3.011 0.391 2.425
C 2.177 -4.803 1.257
C 1.217 -4.018 2.085
O 1.340 -2.581 2.112
H 2.062 -4.689 0.187
H 2.114 -5.822 1.663
H 3.167 -4.497 1.484
H 1.335 -4.316 3.112
H 0.198 -4.314 1.807
H 1.172 -2.264 1.258
C -2.780 2.547 -4.435
C -3.064 1.076 -4.062
O -2.742 0.755 -2.710
H -1.773 2.650 -4.695
H -3.018 3.184 -3.548
H -3.420 2.988 -5.294
H -2.481 0.425 -4.747
H -4.116 0.866 -4.312
H -3.496 0.943 -2.155